A cluster of 12 separate species, C45H93N3O24S6 in total at a distorted geometry, computed with ωB97M-V/def2-TZVPD.

Cartesian coordinates (Å):
1 C -4.685 0.960 -4.978
2 C -3.341 0.424 -5.592
3 O -2.875 1.029 -6.577
4 N -2.708 -0.617 -5.063
5 C -2.782 -1.108 -3.736
6 H -5.228 1.686 -5.583
7 H -4.498 1.404 -4.001
8 H -5.224 0.069 -4.657
9 H -1.914 -0.963 -5.583
10 H -3.118 -0.366 -3.012
11 H -1.756 -1.362 -3.470
12 H -3.447 -1.971 -3.771
13 C 4.043 -4.260 -1.687
14 C 3.868 -5.653 -1.160
15 O 4.834 -6.320 -0.876
16 N 2.574 -6.014 -0.939
17 C 2.124 -7.290 -0.440
18 H 4.078 -4.241 -2.776
19 H 4.995 -3.837 -1.368
20 H 3.329 -3.511 -1.343
21 H 1.890 -5.368 -1.306
22 H 1.378 -7.291 0.355
23 H 2.919 -7.993 -0.190
24 H 1.558 -7.822 -1.205
25 C 0.132 -2.292 5.636
26 C -1.029 -1.522 5.029
27 O -1.842 -0.868 5.774
28 N -1.159 -1.610 3.691
29 C -2.309 -1.042 2.961
30 H 0.017 -2.389 6.715
31 H 1.045 -1.722 5.465
32 H 0.147 -3.252 5.119
33 H -0.452 -2.112 3.173
34 H -2.554 -1.474 1.991
35 H -2.236 0.009 2.682
36 H -3.228 -1.287 3.493
37 C -1.286 0.354 -0.691
38 C -0.279 0.069 0.435
39 O 0.975 0.648 0.020
40 C 1.872 -0.124 -0.577
41 O 1.722 -1.297 -0.890
42 O 3.030 0.574 -0.702
43 C 4.113 0.041 -1.528
44 H -1.291 1.425 -0.894
45 H -2.324 0.158 -0.423
46 H -1.010 -0.170 -1.606
47 H -0.226 -0.999 0.645
48 H -0.625 0.639 1.297
49 H 4.491 0.872 -2.123
50 H 3.865 -0.896 -2.027
51 H 4.968 -0.222 -0.904
52 C 4.241 4.528 -0.393
53 C 5.480 4.538 0.373
54 O 5.962 3.221 0.578
55 C 6.637 2.661 -0.443
56 O 6.730 3.026 -1.564
57 O 7.230 1.499 -0.002
58 C 7.956 0.695 -0.881
59 H 3.574 3.729 -0.071
60 H 4.526 4.354 -1.430
61 H 3.654 5.432 -0.227
62 H 5.256 4.934 1.363
63 H 6.171 5.207 -0.140
64 H 8.499 -0.107 -0.379
65 H 8.759 1.207 -1.410
66 H 7.197 0.165 -1.456
67 C -5.183 3.900 -2.156
68 C -4.355 3.419 -0.982
69 O -5.050 2.931 0.146
70 C -4.395 2.425 1.187
71 O -3.121 2.458 1.237
72 O -5.294 1.999 2.034
73 C -4.939 1.504 3.359
74 H -5.873 3.115 -2.468
75 H -4.561 4.224 -2.990
76 H -5.734 4.804 -1.898
77 H -3.639 4.208 -0.752
78 H -3.737 2.598 -1.345
79 H -5.864 1.664 3.912
80 H -4.213 2.066 3.948
81 H -4.757 0.431 3.300
82 C 0.278 5.209 -0.276
83 C 0.824 6.327 0.655
84 C -0.266 7.223 1.105
85 S -1.840 6.221 1.016
86 O -2.687 6.772 -0.045
87 O -2.317 6.067 2.372
88 C -0.988 4.747 0.407
89 H 1.029 4.424 -0.364
90 H 0.012 5.631 -1.245
91 H 1.591 6.943 0.185
92 H 1.320 5.896 1.524
93 H -0.500 8.087 0.483
94 H -0.054 7.505 2.136
95 H -1.577 4.139 -0.279
96 H -0.891 4.139 1.307
97 C -4.920 -1.725 0.567
98 C -5.459 -3.165 0.430
99 C -5.666 -3.391 -1.019
100 S -6.627 -1.834 -1.572
101 O -8.101 -1.996 -1.471
102 O -6.012 -1.274 -2.745
103 C -6.064 -0.883 -0.124
104 H -4.015 -1.618 -0.031
105 H -4.905 -1.465 1.626
106 H -6.238 -3.299 1.181
107 H -4.655 -3.812 0.780
108 H -6.353 -4.206 -1.247
109 H -4.764 -3.444 -1.628
110 H -6.942 -0.852 0.520
111 H -5.746 0.119 -0.412
112 C 4.243 -3.743 1.574
113 C 4.387 -4.422 2.943
114 C 3.261 -3.890 3.898
115 S 2.941 -2.135 3.279
116 O 3.449 -1.120 4.227
117 O 1.555 -1.973 2.779
118 C 4.138 -2.189 1.881
119 H 3.359 -3.997 0.991
120 H 5.018 -4.052 0.873
121 H 5.376 -4.234 3.359
122 H 4.283 -5.507 2.913
123 H 3.439 -3.847 4.973
124 H 2.348 -4.462 3.738
125 H 5.086 -1.801 2.256
126 H 3.914 -1.473 1.091
127 C 1.666 1.622 -3.770
128 C 1.478 1.857 -5.271
129 C 0.019 2.321 -5.435
130 S -0.538 3.294 -3.919
131 O -1.665 2.682 -3.303
132 O -0.426 4.734 -4.163
133 C 0.970 2.677 -2.982
134 H 2.698 1.555 -3.426
135 H 1.136 0.680 -3.631
136 H 1.679 0.952 -5.846
137 H 2.149 2.593 -5.714
138 H -0.673 1.479 -5.437
139 H -0.208 2.975 -6.277
140 H 0.655 2.393 -1.978
141 H 1.732 3.456 -2.994
142 C -1.278 -6.192 -0.046
143 C -2.423 -6.083 -1.023
144 C -1.925 -5.280 -2.178
145 S -0.990 -3.882 -1.410
146 O -1.908 -2.724 -1.248
147 O 0.276 -3.789 -2.099
148 C -0.765 -4.782 0.227
149 H -0.520 -6.804 -0.534
150 H -1.489 -6.801 0.833
151 H -3.287 -5.496 -0.713
152 H -2.710 -7.077 -1.366
153 H -2.583 -4.883 -2.951
154 H -1.202 -5.854 -2.758
155 H -1.445 -4.164 0.813
156 H 0.212 -4.644 0.691
157 C 0.589 1.794 3.974
158 C 1.812 1.686 2.943
159 C 3.045 2.165 3.701
160 S 2.431 3.685 4.659
161 O 2.605 4.886 3.913
162 O 2.986 3.633 6.055
163 C 0.585 3.220 4.631
164 H 0.713 0.994 4.704
165 H -0.385 1.440 3.635
166 H 1.618 2.210 2.007
167 H 1.894 0.698 2.491
168 H 3.942 2.542 3.208
169 H 3.270 1.489 4.526
170 H 0.021 3.831 3.926
171 H 0.278 3.344 5.670

frontier orbital gap (alpha / beta): 7.9 / 2.9 eV
net charge: +1
multiplicity: 2
E: -6129.151544 Eh

These are the Mulliken partial charges, in e, on atoms 1 to 4:
1 C -0.785
2 C 0.803
3 O -0.237
4 N 0.112